# 1
{"formula": "C4H7FO", "method": "ωB97M-V/def2-TZVPD", "smiles": "C=COCCF", "fmax_ha_per_bohr": 0.0678, "orbital_gap_ha": 0.391, "homo_ev": -9.54, "lumo_ev": 1.085, "charge": 0, "energy_ha": -331.6401, "elements": ["C", "C", "C", "C", "H", "H", "H", "H", "H", "H", "H", "O", "F"], "coordinates": [[0.158, -2.019, -0.786], [-0.085, -0.875, 0.253], [-0.308, 1.444, 0.208], [0.290, 2.590, 0.558], [0.026, -3.052, -0.556], [1.206, -1.737, -1.199], [0.529, -1.133, 1.121], [-1.161, -0.735, 0.608], [-1.346, 1.265, 0.137], [-0.287, 3.274, 1.189], [1.368, 2.480, 0.691], [0.301, 0.315, -0.361], [-0.691, -1.816, -1.863]]}

---

# 2
{"formula": "C4H7FO", "method": "ωB97M-V/def2-TZVPD", "fmax_ha_per_bohr": 0.1194, "orbital_gap_ha": 0.342, "homo_ev": -8.34, "lumo_ev": 0.963, "charge": 0, "energy_ha": -331.5571, "elements": ["C", "C", "C", "C", "O", "F", "H", "H", "H", "H", "H", "H", "H"], "coordinates": [[1.783, 0.149, -0.204], [0.637, -0.115, 0.413], [-1.152, 1.144, -0.505], [0.556, -1.779, 1.810], [-0.621, 0.233, 0.447], [1.022, -2.848, 1.234], [1.749, 1.182, -0.717], [2.690, -0.379, -0.238], [-0.985, 2.158, -0.224], [-2.226, 0.932, -0.573], [-0.569, 0.885, -1.410], [-0.523, -1.681, 1.988], [1.193, -1.326, 2.574]]}

---

# 3
{"formula": "C4H7FO", "method": "ωB97M-V/def2-TZVPD", "fmax_ha_per_bohr": 0.0714, "orbital_gap_ha": [0.309, 0.309], "homo_ev": [-7.68, -7.68], "lumo_ev": [0.740, 0.732], "charge": 0, "energy_ha": -331.5910, "elements": ["C", "C", "C", "C", "O", "F", "H", "H", "H", "H", "H", "H", "H"], "coordinates": [[-1.436, -0.243, 0.550], [-2.266, 0.822, -0.050], [1.443, -1.169, -0.322], [0.953, 0.149, 0.369], [-1.729, -1.302, 0.997], [1.198, 1.341, -0.238], [-1.852, 1.152, -1.003], [-3.258, 0.500, -0.435], [-2.327, 1.638, 0.585], [1.887, -1.876, 0.501], [2.337, -0.878, -0.907], [0.589, -1.616, -0.800], [1.102, 0.249, 1.395]]}

---

# 4
{"formula": "C4H7FOS", "method": "ωB97M-V/def2-TZVPD", "fmax_ha_per_bohr": 0.0498, "orbital_gap_ha": 0.365, "homo_ev": -9.93, "lumo_ev": 0.000, "charge": 0, "energy_ha": -729.8395, "elements": ["C", "C", "C", "C", "O", "F", "S", "H", "H", "H", "H", "H", "H", "H"], "coordinates": [[0.207, -1.025, -0.395], [-0.209, 0.022, 0.274], [-0.511, -0.138, 1.731], [-0.536, 1.348, -0.305], [1.564, -2.149, -2.379], [1.934, 0.292, -2.091], [0.715, -0.983, -2.122], [0.501, -1.938, 0.122], [0.212, 0.329, 2.440], [-0.634, -1.236, 2.031], [-1.456, 0.400, 1.814], [0.286, 2.012, -0.081], [-0.619, 1.487, -1.334], [-1.454, 1.579, 0.293]]}

---

# 5
{"formula": "C4H7FOS", "method": "ωB97M-V/def2-TZVPD", "fmax_ha_per_bohr": 0.0671, "orbital_gap_ha": [0.293, 0.316], "homo_ev": [-8.77, -8.67], "lumo_ev": [-0.807, -0.074], "charge": 0, "energy_ha": -729.6469, "elements": ["C", "C", "C", "C", "O", "F", "S", "H", "H", "H", "H", "H", "H", "H"], "coordinates": [[2.217, 1.925, 1.371], [2.469, 1.783, 0.135], [-1.964, -0.953, -0.707], [0.761, -0.787, -0.623], [-0.566, 0.428, 1.225], [3.387, 2.064, -0.761], [-0.581, 0.314, -0.271], [2.778, 2.533, 1.967], [1.428, 1.467, 2.024], [-2.657, -1.242, 0.157], [-1.454, -1.765, -1.158], [-2.539, -0.459, -1.422], [1.526, -0.705, 0.060], [0.869, -1.009, -1.702]]}

---

# 6
{"formula": "C4H7FS", "method": "ωB97M-V/def2-TZVPD", "smiles": "F[C@@H]1CC[C@@H]1S", "fmax_ha_per_bohr": 0.0558, "orbital_gap_ha": 0.372, "homo_ev": -9.17, "lumo_ev": 0.944, "charge": 0, "energy_ha": -654.6188, "elements": ["C", "C", "C", "C", "H", "H", "H", "H", "H", "H", "H", "F", "S"], "coordinates": [[0.113, 0.484, -0.474], [-0.991, -0.223, -1.250], [-1.913, 0.136, 0.044], [-0.684, 0.506, 0.855], [1.723, -1.293, 0.038], [0.294, 1.523, -0.820], [-0.788, -1.313, -1.193], [-1.342, 0.086, -2.245], [-2.601, -0.597, 0.521], [-2.405, 1.089, -0.281], [-0.660, 1.466, 1.442], [-0.282, -0.523, 1.715], [1.823, -0.105, -0.497]]}

---

Number 1 is which compound? C4H7FO